Record 1
Density functional theory data (the ωB97M-V functional and the def2-TZVPD basis) for C4H5NO in the gas phase.

Calculated values
SMILES	[H]/N=C/OCC#C
HOMO-LUMO gap	0.4086	Eh
net charge	0
F_max	1.2	eV/A
total energy	-285.31687	Ha
ΔE to the lowest compared entry with this formula, charge and spin	256.6	kJ/mol

Each line ends with the natural charge from an NBO analysis.
Cartesian coordinates (Å):
H (1.330, -2.021, 2.067)  0.35
N (1.159, -1.371, 1.314)  -0.73
C (0.031, -0.833, 1.515)  0.41
O (-0.500, 0.067, 0.683)  -0.48
C (0.345, 0.353, -0.443)  -0.17
C (-0.546, 0.881, -1.447)  -0.02
C (-1.311, 1.317, -2.266)  -0.22
H (-0.639, -1.024, 2.359)  0.16
H (0.862, -0.528, -0.838)  0.24
H (1.104, 1.093, -0.159)  0.22
H (-1.835, 2.066, -2.785)  0.23

---

Record 2
Density functional theory data (the ωB97M-V functional and the def2-TZVPD basis) for 2 unconnected molecules or ions with the total composition BH3S.

Calculated values
HOMO-LUMO gap (spin up / spin down)	0.3707 / 0.3070	Eh
net charge	0
F_max	2.2	eV/A
total energy	-424.64411	Ha
ΔE to the lowest compared entry with this formula, charge and spin	459.9	kJ/mol

Each line ends with the natural charge from an NBO analysis.
Cartesian coordinates (Å):
B (-0.418, 0.084, 0.302)  0.22
S (1.343, 0.240, 0.267)  -0.25
H (-1.156, 0.909, 0.087)  -0.12
H (-1.445, -2.870, -0.680)  -0.01
H (1.677, 1.636, 0.025)  0.15

---

Record 3
Density functional theory data (the ωB97M-V functional and the def2-TZVPD basis) for C8H11BO2 in the gas phase.

Calculated values
SMILES	OB(O)CCc1ccccc1
HOMO-LUMO gap	0.3362	Eh
net charge	0
F_max	1.7	eV/A
total energy	-486.87868	Ha
ΔE to the lowest compared entry with this formula, charge and spin	7.7	kJ/mol

Each line ends with the natural charge from an NBO analysis.
Cartesian coordinates (Å):
O (3.529, -0.161, -1.682)  -0.89
B (2.852, -0.733, -0.576)  1.13
O (3.371, -1.779, 0.144)  -0.89
C (1.511, -0.092, -0.159)  -0.78
C (0.263, -0.955, -0.366)  -0.40
C (-0.986, -0.211, 0.028)  0.00
C (-1.431, -0.250, 1.359)  -0.21
C (-2.463, 0.576, 1.759)  -0.21
C (-3.011, 1.464, 0.863)  -0.22
C (-2.634, 1.472, -0.464)  -0.19
C (-1.624, 0.627, -0.853)  -0.22
H (4.360, -0.620, -1.905)  0.48
H (4.220, -2.167, -0.155)  0.49
H (1.585, 0.288, 0.871)  0.23
H (1.486, 0.833, -0.737)  0.23
H (0.220, -1.218, -1.401)  0.21
H (0.385, -1.850, 0.211)  0.21
H (-0.947, -0.869, 2.080)  0.21
H (-2.707, 0.645, 2.811)  0.21
H (-3.717, 2.219, 1.206)  0.21
H (-3.029, 2.143, -1.172)  0.21
H (-1.235, 0.637, -1.860)  0.20

---

Record 4
Density functional theory data (the ωB97M-V functional and the def2-TZVPD basis) for a molecular structure, C19H27BN10SiTa.

Calculated values
HOMO-LUMO gap	0.2717	Eh
net charge	+3
F_max	1.0	eV/A
total energy	-1658.38125	Ha
ΔE to the lowest compared entry with this formula, charge and spin	6.7	kJ/mol

Each line ends with the natural charge from an NBO analysis.
Cartesian coordinates (Å):
Ta (0.017, -0.038, 0.140)  2.45
C (-3.615, 1.859, 1.768)  -0.29
C (-2.469, 2.071, 1.021)  0.03
N (-1.919, 0.897, 0.675)  -0.44
N (-2.723, -0.092, 1.197)  -0.33
C (-3.740, 0.481, 1.855)  0.08
B (-2.631, -1.577, 0.749)  0.50
N (-2.378, -1.560, -0.779)  -0.30
C (-3.119, -2.025, -1.774)  0.12
C (-2.485, -1.763, -2.991)  -0.28
C (-1.325, -1.120, -2.659)  0.04
N (-1.241, -0.984, -1.299)  -0.51
N (-1.400, -2.294, 1.396)  -0.29
C (-1.333, -3.451, 2.038)  0.11
C (0.009, -3.794, 2.253)  -0.28
C (0.738, -2.780, 1.697)  0.03
N (-0.115, -1.858, 1.158)  -0.51
H (-4.282, 2.603, 2.175)  0.28
H (-2.019, 3.001, 0.708)  0.24
H (-4.499, -0.124, 2.331)  0.27
H (-3.630, -2.167, 1.024)  0.04
H (-4.057, -2.524, -1.571)  0.27
H (-2.833, -2.020, -3.979)  0.29
H (-0.544, -0.757, -3.302)  0.26
H (-2.238, -3.974, 2.315)  0.27
H (0.385, -4.680, 2.740)  0.29
H (1.808, -2.645, 1.646)  0.26
N (0.809, 2.319, 3.633)  -0.45
C (0.639, 1.160, 4.371)  -0.01
C (0.426, 0.168, 3.475)  -0.05
N (0.476, 0.717, 2.203)  -0.56
C (0.697, 2.013, 2.342)  0.35
C (0.723, 2.811, 1.138)  0.33
N (0.440, 2.204, 0.001)  -0.56
C (0.529, 3.154, -1.005)  -0.07
C (0.865, 4.341, -0.438)  -0.01
N (0.982, 4.102, 0.916)  -0.45
H (0.995, 3.229, 4.031)  0.46
H (0.691, 1.150, 5.448)  0.28
H (0.256, -0.881, 3.652)  0.25
H (0.350, 2.930, -2.044)  0.26
H (1.030, 5.315, -0.872)  0.28
H (1.251, 4.796, 1.600)  0.46
C (1.779, -2.215, -2.762)  -1.16
Si (2.426, -0.526, -2.440)  1.73
C (4.247, -0.445, -2.474)  -1.15
C (1.641, 0.837, -3.424)  -1.15
C (1.978, -0.105, -0.535)  -1.35
H (1.862, -2.455, -3.827)  0.29
H (0.738, -2.360, -2.467)  0.23
H (2.391, -2.948, -2.226)  0.27
H (4.595, -0.679, -3.486)  0.29
H (4.691, -1.176, -1.795)  0.27
H (4.618, 0.549, -2.213)  0.26
H (1.574, 0.577, -4.487)  0.29
H (2.260, 1.737, -3.361)  0.27
H (0.636, 1.099, -3.085)  0.21
H (2.555, 0.820, -0.415)  0.31
H (2.489, -0.921, 0.018)  0.31